69
Properties=species:S:1:pos:R:3:forces:R:3 method="wB97M-V/def2-TZVPD" relative_energy_kcal_mol=0.0 largest_force_ha_per_bohr=0.00312 gap_ev=6.4 total_charge=-1 homo_energy_ev=-3.48
Pd 0.857 0.219 -0.022 0.1 0.1 0.0
C 1.696 2.546 -2.527 -0.1 0.0 0.0
N 2.428 1.307 -2.335 0.0 0.0 0.1
C 1.926 0.275 -3.226 0.0 0.0 0.0
C 2.552 0.914 -0.951 0.0 0.1 0.0
O 2.321 1.818 -0.042 0.0 -0.1 -0.1
C 3.788 0.028 -0.775 -0.1 -0.1 0.0
O 3.894 -0.610 0.483 0.0 0.1 -0.1
C 4.201 0.277 1.529 0.0 0.0 0.1
C 3.351 -0.030 2.753 0.0 0.1 0.0
O 3.110 -1.182 3.060 0.0 -0.1 0.0
N 3.018 1.023 3.571 -0.1 0.0 0.0
C 2.486 0.731 4.884 0.0 0.0 0.0
C 2.963 2.420 3.195 0.1 0.0 0.0
H 0.629 2.431 -2.288 0.0 0.0 0.0
H 1.790 2.844 -3.574 0.0 0.0 0.0
H 2.107 3.327 -1.892 0.0 0.0 0.0
H 2.126 0.566 -4.261 0.0 0.0 0.0
H 0.847 0.115 -3.098 0.0 0.0 0.0
H 2.409 -0.680 -3.033 0.0 0.0 0.0
H 4.667 0.663 -0.962 0.0 0.0 0.0
H 3.789 -0.773 -1.512 0.0 0.0 0.0
H 4.095 1.299 1.190 0.0 0.1 0.0
H 5.238 0.118 1.864 0.0 0.0 0.0
H 2.444 -0.346 5.015 0.0 0.0 0.0
H 1.479 1.141 4.994 0.0 0.0 0.0
H 3.120 1.175 5.659 0.0 0.0 0.0
H 3.207 2.573 2.152 0.0 0.0 -0.1
H 3.638 3.013 3.822 0.0 0.0 0.0
H 1.948 2.801 3.340 0.0 0.0 0.0
C -6.137 1.928 -1.129 0.0 0.0 0.0
C -5.255 2.210 -2.163 0.0 0.0 0.0
C -3.937 1.782 -2.084 0.0 0.0 0.0
C -3.477 1.048 -0.991 0.0 0.0 0.0
C -4.375 0.778 0.041 0.0 0.0 0.0
C -5.690 1.215 -0.025 0.0 0.0 0.0
P -1.677 0.569 -0.998 0.0 -0.1 -0.1
C -1.399 0.243 0.782 0.0 0.0 0.1
C -1.775 -0.948 1.439 0.0 0.0 0.0
C -1.516 -1.129 2.777 0.0 0.0 0.0
C -0.880 -0.125 3.517 0.0 0.0 0.0
C -0.525 1.054 2.904 0.0 0.0 0.0
C -0.772 1.248 1.536 -0.1 0.0 0.0
C -1.815 -1.147 -1.658 0.0 0.0 0.0
C -2.948 -1.550 -2.321 0.0 0.0 0.0
C -3.045 -2.838 -2.891 0.0 0.0 0.0
C -2.012 -3.715 -2.762 0.0 0.0 0.0
C -0.829 -3.347 -2.072 0.0 0.0 0.0
C 0.218 -4.282 -1.908 0.0 0.0 0.0
C 1.340 -3.924 -1.220 0.0 0.0 0.0
C 1.481 -2.619 -0.703 0.0 0.0 0.0
C 0.508 -1.644 -0.840 -0.1 0.0 0.0
C -0.694 -2.038 -1.524 0.0 0.0 0.0
H -7.164 2.269 -1.180 0.0 0.0 0.0
H -5.591 2.772 -3.027 0.0 0.0 0.0
H -3.243 2.019 -2.884 0.0 0.0 0.0
H -4.040 0.219 0.907 0.0 0.0 0.0
H -6.370 0.997 0.790 0.0 0.0 0.0
H -2.246 -1.738 0.866 0.0 0.0 0.0
H -1.790 -2.061 3.257 0.0 0.0 0.0
H -0.664 -0.282 4.567 0.0 0.0 0.0
H -0.052 1.847 3.468 0.0 0.0 0.0
H -0.561 2.212 1.087 0.0 0.0 0.0
H -3.797 -0.885 -2.413 0.0 0.0 0.0
H -3.952 -3.122 -3.411 0.0 0.0 0.0
H -2.077 -4.716 -3.176 0.0 0.0 0.0
H 0.101 -5.277 -2.327 0.0 0.0 0.0
H 2.142 -4.641 -1.073 0.0 0.0 0.0
H 2.394 -2.382 -0.169 0.0 0.0 0.0